[1]
The following is a quantum chemistry calculation of a structure of composition C7H10O, from OMol25.

Computed properties:
LUMO level: 0.98 eV
molecular weight: 110.2 g/mol
E: -9464.53616 eV
energy above the lowest of the compared OMol25 structures with the same formula, charge and spin: 92.8 kcal/mol
frontier orbital gap: 9.882 eV

Geometry (Å):
C 0.138 -1.218 -0.287
C -0.845 -0.445 0.074
C -0.424 0.805 0.840
C 1.125 1.013 0.938
C 2.821 -0.095 -0.865
C 1.784 -0.164 0.121
C -2.336 -0.770 0.014
O 2.946 -0.795 0.463
H 0.347 -2.055 -0.944
H -0.833 1.589 0.162
H -0.862 0.826 1.822
H 1.501 1.980 0.677
H 1.437 0.693 2.059
H 2.930 -0.873 -1.658
H 3.321 0.804 -0.764
H -2.861 -0.067 -0.704
H -2.852 -0.732 1.018
H -2.489 -1.743 -0.399


[2]
The following is a quantum chemistry calculation of the molecule C7H10O, from OMol25.

Computed properties:
LUMO level: 1.04 eV
molecular weight: 110.2 g/mol
structure (SMILES): C1=COC2(C1)CCC2
E: -9466.97767 eV
energy above the lowest of the compared OMol25 structures with the same formula, charge and spin: 36.5 kcal/mol
frontier orbital gap: 9.242 eV

Geometry (Å):
C 2.378 0.236 0.015
C 1.969 -1.051 -0.076
O 0.653 -1.255 -0.093
C -0.008 -0.016 0.004
C 1.136 1.086 0.080
C -1.153 0.135 -1.079
C -2.134 -0.365 -0.007
C -1.101 -0.125 1.116
H 3.414 0.570 0.065
H 2.626 -1.909 -0.173
H 1.016 1.748 -0.814
H 1.007 1.681 0.969
H -1.305 1.177 -1.386
H -1.030 -0.520 -1.945
H -2.321 -1.445 -0.138
H -3.074 0.192 0.051
H -0.911 -0.986 1.773
H -1.161 0.849 1.637


Please write out number 2 again, unchanged.
The following is a quantum chemistry calculation of the molecule C7H10O, from OMol25.

Computed properties:
LUMO level: 1.04 eV
molecular weight: 110.2 g/mol
structure (SMILES): C1=COC2(C1)CCC2
E: -9466.97767 eV
energy above the lowest of the compared OMol25 structures with the same formula, charge and spin: 36.5 kcal/mol
frontier orbital gap: 9.242 eV

Geometry (Å):
C 2.378 0.236 0.015
C 1.969 -1.051 -0.076
O 0.653 -1.255 -0.093
C -0.008 -0.016 0.004
C 1.136 1.086 0.080
C -1.153 0.135 -1.079
C -2.134 -0.365 -0.007
C -1.101 -0.125 1.116
H 3.414 0.570 0.065
H 2.626 -1.909 -0.173
H 1.016 1.748 -0.814
H 1.007 1.681 0.969
H -1.305 1.177 -1.386
H -1.030 -0.520 -1.945
H -2.321 -1.445 -0.138
H -3.074 0.192 0.051
H -0.911 -0.986 1.773
H -1.161 0.849 1.637